DFT (ωB97M-V/def2-TZVPD) results for C18H18N2O in the gas phase.

Values from the calculation:
gap between HOMO and LUMO	0.3180	Eh
ΔE to the lowest compared entry with this formula, charge and spin	0.000	eV
total charge	0
SMILES	O=C(Cc1ccccc1)NCCc1c[nH]c2ccccc12
DFT total energy	-23986.96997	eV

Last column: Mulliken charge in e.
Geometry (Å):
O -1.91 -2.85 0.49  -0.66
C -2.20 -1.74 0.88  0.67
C -3.64 -1.29 1.15  -1.14
C -3.96 -0.06 0.34  0.50
C -4.04 1.19 0.93  -0.18
C -4.28 2.32 0.16  -0.63
C -4.44 2.20 -1.21  -0.42
C -4.35 0.96 -1.81  -0.65
C -4.11 -0.17 -1.04  -0.35
N -1.29 -0.77 1.15  -0.04
C 0.11 -0.92 0.84  -0.83
C 0.50 -0.11 -0.41  -0.71
C 1.95 -0.29 -0.71  0.55
C 2.50 -1.13 -1.63  -0.83
N 3.86 -1.06 -1.59  0.01
C 4.23 -0.16 -0.63  -0.53
C 5.49 0.25 -0.21  -0.82
C 5.55 1.18 0.80  -0.47
C 4.39 1.70 1.39  -0.73
C 3.14 1.29 0.98  -0.39
C 3.04 0.34 -0.05  1.14
H -4.30 -2.12 0.87  0.31
H -3.76 -1.09 2.21  0.39
H -3.93 1.29 2.00  0.39
H -4.35 3.29 0.63  0.39
H -4.63 3.08 -1.81  0.39
H -4.47 0.86 -2.88  0.39
H -4.04 -1.14 -1.51  0.43
H -1.62 0.15 1.37  0.30
H 0.29 -1.98 0.66  0.36
H 0.71 -0.59 1.70  0.35
H 0.29 0.95 -0.23  0.36
H -0.10 -0.45 -1.25  0.33
H 2.01 -1.79 -2.33  0.43
H 4.50 -1.58 -2.18  0.17
H 6.38 -0.15 -0.67  0.36
H 6.51 1.53 1.15  0.38
H 4.48 2.43 2.18  0.38
H 2.25 1.70 1.43  0.39